# 1
An isolated molecule of C4H8OS in a non-equilibrium geometry. Source: the OMol25 dataset; level of theory: wB97M-V/def2-TZVPD.

Summary:
Kohn-Sham gap, Eh: 0.3619
E_tot, eV: -17158.406
Energy above the lowest of the compared OMol25 structures with the same formula, charge and spin, kJ/mol: 197.2
F_max, eV Å⁻¹: 3.70
Structure (SMILES): SCC[C@H]1CO1

Atoms and positions in Å:
S 0.321 1.518 -1.230
O -0.689 -1.243 2.072
C -0.290 0.096 1.910
C -0.483 -1.017 -0.502
C 0.404 -0.225 -1.582
C 0.192 -0.958 0.967
H -0.513 -2.062 -0.750
H 1.184 -1.323 1.102
H 1.379 -0.589 -1.412
H -1.115 0.802 1.811
H -1.478 -0.602 -0.517
H 0.289 -0.284 -2.650
H 0.362 0.427 2.743
H 1.329 1.905 -1.995

Forces on atoms 1 to 3 (eV/Å):
-0.4 0.9 0.8
0.1 -0.9 -0.7
0.7 0.1 1.4

# 2
A structure of composition C25H33N2OPbS2. Source: the OMol25 dataset; level of theory: wB97M-V/def2-TZVPD.

Summary:
Kohn-Sham gap (spin up / spin down), Eh: 0.2265 / 0.2221
Charge: +1
E_tot, eV: -58400.520
Energy above the lowest of the compared OMol25 structures with the same formula, charge and spin, kJ/mol: 12.4
F_max, eV Å⁻¹: 0.24

Atoms and positions in Å:
Pb -0.664 1.578 -0.681
S -0.019 1.380 1.892
S -2.099 3.626 0.573
O 1.285 0.029 -0.672
N 4.159 -1.036 0.897
N 2.816 -1.168 0.563
C -2.220 -0.801 -1.583
C -0.761 -1.193 -3.671
C -0.516 2.627 4.239
C 2.400 -0.046 -0.108
C 2.293 -4.707 -0.378
C -3.319 1.158 -2.149
C -4.229 2.340 -2.197
C -1.864 -1.995 -0.774
C 1.066 -4.952 0.222
C 4.520 0.243 0.591
C -2.443 0.734 -3.227
C 3.493 0.872 -0.047
C 2.879 -3.454 -0.278
C 0.423 -3.949 0.933
C -1.674 3.569 2.203
C -0.812 2.606 2.762
C 4.626 -1.743 2.081
C -1.764 -0.462 -2.839
C -4.000 0.141 0.113
C -3.210 0.226 -1.147
C 1.007 -2.697 1.051
C -2.311 1.413 -4.534
C 5.855 0.768 0.977
C 2.228 -2.460 0.439
C -2.288 4.640 3.064
H -1.324 1.258 -4.970
H -0.071 3.580 4.531
H 0.613 -5.931 0.139
H 4.227 -2.754 2.067
H -4.351 1.123 0.430
H -5.181 2.092 -2.674
H 0.173 1.829 4.502
H -2.686 -2.718 -0.768
H -4.452 2.708 -1.195
H 2.794 -5.490 -0.931
H 5.963 1.792 0.628
H -3.038 1.002 -5.244
H -3.367 4.661 2.911
H -2.508 2.482 -4.462
H -2.090 4.515 4.125
H -0.978 -2.495 -1.160
H 0.535 -1.904 1.618
H -0.148 -1.853 -3.059
H 3.830 -3.244 -0.750
H 5.977 0.762 2.062
H -0.083 -0.502 -4.175
H 3.505 1.861 -0.470
H -1.907 5.615 2.755
H -1.674 -1.730 0.269
H -1.431 2.498 4.820
H -1.241 -1.799 -4.442
H -4.880 -0.495 -0.025
H 5.710 -1.804 2.041
H -3.419 -0.293 0.929
H 6.654 0.166 0.544
H -0.530 -4.145 1.408
H -3.793 3.165 -2.762
H 4.312 -1.238 2.997

Forces on atoms 1 to 3 (eV/Å):
0.1 0.2 -0.2
-0.1 -0.1 0.0
0.0 0.0 0.1

# 3
A cluster of 2 separate species, CH6N3OS in total in a non-equilibrium geometry. Source: the OMol25 dataset; level of theory: wB97M-V/def2-TZVPD.

Summary:
Kohn-Sham gap (spin up / spin down), Eh: 0.3070 / 0.3072
Charge: +1
E_tot, eV: -18477.919
Energy above the lowest of the compared OMol25 structures with the same formula, charge and spin, kJ/mol: 233.6
F_max, eV Å⁻¹: 3.56

Atoms and positions in Å:
S -3.159 -0.160 -0.139
O 0.985 1.403 -0.188
N 2.219 -0.398 -0.057
N -0.077 -0.703 0.228
N -1.776 0.434 0.307
C 0.966 0.062 -0.022
H -2.981 0.071 -1.537
H -0.206 -1.681 -0.030
H 2.397 -1.354 0.348
H 0.196 1.825 0.201
H -1.571 0.436 1.321
H 3.007 0.065 -0.433

Forces on atoms 1 to 3 (eV/Å):
-0.3 -0.8 -1.7
-1.2 -0.8 0.7
-0.5 -3.3 1.1

# 4
A structure of composition C4H6O2. Source: the OMol25 dataset; level of theory: wB97M-V/def2-TZVPD.

Summary:
Kohn-Sham gap, Eh: 0.3696
E_tot, eV: -8337.596
Energy above the lowest of the compared OMol25 structures with the same formula, charge and spin, kJ/mol: 276.4
F_max, eV Å⁻¹: 0.39

Atoms and positions in Å:
O 0.125 -1.356 -1.299
O 0.645 1.546 0.320
C 1.298 0.260 0.293
C 0.062 -0.404 -0.301
C -1.139 -0.094 0.544
C -0.508 0.988 -0.288
H -1.072 1.617 -0.970
H 2.133 0.242 -0.416
H -0.001 -2.232 -0.909
H -1.109 -0.090 1.632
H -2.069 -0.444 0.101
H 1.636 -0.033 1.294

Forces on atoms 1 to 3 (eV/Å):
-0.1 -0.2 0.0
0.0 0.1 0.1
0.3 -0.2 0.1

# 5
A cluster of 2 separate species, C4H11S in total in a non-equilibrium geometry. Source: the OMol25 dataset; level of theory: wB97M-V/def2-TZVPD.

Summary:
Kohn-Sham gap (spin up / spin down), Eh: 0.3735 / 0.2582
2S+1: 2
E_tot, eV: -15158.896
Energy above the lowest of the compared OMol25 structures with the same formula, charge and spin, kJ/mol: 125.7
F_max, eV Å⁻¹: 5.76

Atoms and positions in Å:
S 2.673 1.961 2.074
C 3.478 1.266 0.526
C -3.157 -2.618 -2.252
C -3.324 -1.347 -1.520
C -2.156 -0.949 -0.548
H -4.160 -2.785 -2.711
H -2.244 -1.566 0.309
H 2.896 1.604 -0.385
H -3.068 -3.467 -1.544
H -1.146 -1.166 -1.119
H -2.229 -2.720 -2.864
H -3.285 -0.392 -2.118
H -2.089 0.033 -0.165
H 4.440 1.829 0.517
H 3.332 0.136 0.669
H -4.265 -1.000 -1.006

Forces on atoms 1 to 3 (eV/Å):
0.3 -0.2 -1.0
-1.7 0.1 0.8
-1.0 -1.5 0.5

# 6
A cluster of 16 separate species, H33O16 in total in a non-equilibrium geometry. Source: the OMol25 dataset; level of theory: wB97M-V/def2-TZVPD.

Summary:
Kohn-Sham gap, Eh: 0.3949
Charge: +1
E_tot, eV: -33289.139
Energy above the lowest of the compared OMol25 structures with the same formula, charge and spin, kJ/mol: 321.5
F_max, eV Å⁻¹: 2.62

Atoms and positions in Å:
O 0.723 1.855 1.455
O -1.236 3.411 -1.755
O 5.668 0.636 0.755
O -3.755 1.679 2.894
O 3.437 -0.012 -1.049
O -0.065 1.521 -4.660
O -2.000 -0.930 4.649
O -0.432 -0.113 0.190
O -0.614 1.484 3.758
O -2.459 1.498 -0.067
O 1.878 -0.354 0.874
O 1.598 -2.080 -2.738
O -1.975 -3.497 2.502
O 0.741 -3.966 0.007
O -1.363 -0.968 -3.483
O 1.299 0.721 -2.583
H 5.023 0.839 0.056
H -2.582 2.406 -0.374
H 0.814 0.184 0.933
H -1.250 2.650 -2.341
H 2.920 -0.813 -1.215
H -0.560 -1.468 -3.502
H -0.398 -0.670 -0.601
H -2.762 -0.377 4.681
H 0.182 1.764 -5.550
H 0.137 1.514 2.158
H -1.943 -1.676 4.066
H -2.912 -3.392 2.336
H -0.741 0.838 -4.654
H 3.322 0.490 -1.839
H -4.695 1.845 2.944
H -3.497 1.367 3.742
H -1.206 0.483 -0.032
H 0.360 0.663 -2.770
H 1.359 -4.628 0.324
H 2.093 0.223 0.082
H 1.520 1.136 -3.421
H -0.361 3.790 -1.713
H -2.607 1.561 0.890
H -1.986 -4.246 3.111
H 6.124 0.014 0.168
H 2.016 -2.144 -3.567
H 0.354 2.195 0.666
H 2.566 -0.053 1.491
H -2.186 -1.424 -3.586
H 0.352 -3.555 0.782
H -1.487 1.776 4.002
H -0.672 0.719 4.342
H 1.255 -2.894 -2.356

Forces on atoms 1 to 3 (eV/Å):
1.8 -0.7 1.3
-0.8 0.0 0.5
-0.3 -0.3 -1.4